Below is the molecule C3H6N2O, with properties calculated with ωB97M-V/def2-TZVPD.

CARTESIAN COORDINATES (ANGSTROEM)
C  1.561  -0.654  0.330
N  0.319  -0.104  -0.139
C  -0.779  -0.674  -0.534
N  -1.723  0.218  -0.268
C  -0.588  1.288  0.248
O  -0.590  1.691  1.393
H  2.405  -0.192  -0.190
H  1.600  -1.739  0.176
H  1.657  -0.446  1.402
H  -0.896  -1.665  -0.976
H  -2.570  0.349  -0.806
H  -0.396  1.928  -0.636

## Properties
ΔE to the lowest compared entry with this formula, charge and spin, kcal per mole: 62.7
HOMO-LUMO gap, eV: 9.69
Max |F|, eV/A: 0.28
E_tot, eV: -8233.9810